Entry from the OMol25 dataset: a molecular structure, C38H42Br2N5O3PtS (wB97M-V/def2-TZVPD).

charge	+3
energy above the lowest of the compared OMol25 structures with the same formula, charge and spin	0.00	kcal per mole
⟨S²⟩	6.033
HOMO level (alpha / beta)	-13.5 / -15.4	eV
multiplicity	5
calculated total energy	-207822.0151	eV
LUMO (alpha / beta)	-8.33 / -10.25	eV

Last column: Mulliken charge in e.
Cartesian coordinates (Å):
Pt  1.16  0.13  -0.24  0.7421
O  -2.42  1.92  0.32  -0.5268
C  -3.16  1.25  -0.60  0.2720
C  -1.51  0.94  -2.27  0.7097
O  -2.02  0.40  -3.17  -0.4283
O  -0.58  1.41  -1.67  -0.3661
C  -3.94  2.10  -1.47  1.1297
C  -4.91  1.58  -2.34  -0.1328
C  -5.62  2.41  -3.18  -1.0214
C  -5.38  3.78  -3.19  -0.5073
C  -4.44  4.31  -2.32  -0.7776
C  -3.72  3.49  -1.47  -0.6592
C  -3.52  -0.14  -0.24  0.1115
C  -3.67  -0.45  1.12  -0.3705
C  -4.01  -1.73  1.53  -1.0212
C  -4.22  -2.73  0.58  -0.6756
C  -4.07  -2.43  -0.77  -1.4305
C  -3.73  -1.15  -1.18  0.5000
H  -1.97  1.29  0.90  0.0647
H  -5.14  0.52  -2.33  0.5179
H  -6.38  1.99  -3.84  0.4532
H  -5.95  4.42  -3.84  0.4333
H  -4.28  5.38  -2.30  0.4307
H  -3.02  3.92  -0.77  0.5375
H  -3.58  0.33  1.86  0.6914
H  -4.16  -1.94  2.58  0.5175
H  -4.54  -3.71  0.89  0.7933
H  -4.26  -3.20  -1.52  0.3908
H  -3.62  -0.95  -2.24  0.5143
Br  5.49  -0.39  -5.40  -0.0267
C  4.30  -0.17  -3.99  -0.1549
C  3.03  0.34  -4.20  -0.8390
C  2.18  0.47  -3.12  -0.1978
N  2.55  0.13  -1.88  -0.0092
C  3.78  -0.36  -1.66  0.9940
C  4.68  -0.53  -2.69  -0.9449
C  4.10  -0.72  -0.25  0.6356
C  5.39  -0.98  0.19  -0.7759
C  5.59  -1.29  1.53  -0.3468
Br  7.31  -1.66  2.15  -0.0314
C  4.51  -1.30  2.40  -0.8775
C  3.26  -1.01  1.89  -0.3920
N  3.06  -0.74  0.60  0.4068
H  2.70  0.62  -5.19  0.5121
H  1.18  0.85  -3.24  0.4666
H  5.66  -0.95  -2.52  0.4924
H  6.23  -0.94  -0.48  0.5471
H  4.63  -1.52  3.45  0.5444
H  2.38  -0.99  2.53  0.5263
C  -0.32  4.28  -0.30  -1.0421
N  1.09  4.64  0.00  0.0841
C  1.16  5.81  0.93  -0.9395
C  1.92  3.43  0.42  -1.3392
C  1.35  2.66  1.58  0.6463
C  1.37  3.24  2.85  -0.3361
C  0.79  2.61  3.94  -1.1679
C  0.21  1.37  3.78  -0.8445
C  0.26  0.74  2.54  -0.3278
C  0.84  1.37  1.44  0.5050
H  -0.83  5.18  -0.63  0.5501
H  -0.78  3.90  0.60  0.4034
H  -0.35  3.52  -1.07  0.2021
H  1.52  4.95  -0.88  0.3514
H  0.58  5.59  1.82  0.4824
H  0.73  6.67  0.42  0.3429
H  2.20  6.01  1.18  0.3697
H  2.92  3.82  0.63  0.5804
H  1.97  2.80  -0.47  0.1732
H  1.86  4.20  3.00  0.7040
H  0.81  3.09  4.92  0.4487
H  -0.26  0.87  4.62  0.5405
H  -0.16  -0.26  2.44  0.5039
C  -2.28  -5.65  1.50  -1.5156
C  -0.93  -5.33  0.90  -0.2879
N  -0.94  -3.95  0.34  0.0414
C  0.06  -3.13  0.13  1.0838
S  -0.45  -1.50  -0.37  -0.1066
N  1.35  -3.40  0.21  0.1813
C  2.07  -4.69  0.30  -0.6719
C  2.68  -4.92  1.67  -0.9155
H  -2.25  -6.66  1.92  0.4576
H  -3.06  -5.63  0.75  0.3800
H  -2.53  -4.96  2.31  0.3528
H  -0.69  -6.03  0.10  0.3528
H  -0.15  -5.37  1.66  0.2799
H  -1.87  -3.57  0.18  -0.1660
H  1.94  -2.59  0.11  -0.4595
H  2.85  -4.65  -0.46  0.4000
H  1.40  -5.49  0.01  0.4134
H  3.38  -4.12  1.93  0.1928
H  3.23  -5.86  1.68  0.4113
H  1.92  -4.97  2.45  0.2633

Entry from the OMol25 dataset: a molecular structure, C38H42Cl3N3O4SSiTl (wB97M-V/def2-TZVPD).

charge	-1
energy above the lowest of the compared OMol25 structures with the same formula, charge and spin	18.66	kcal per mole
HOMO level	-5.7	eV
calculated total energy	-113731.7083	eV
LUMO	1.42	eV

Last column: Mulliken charge in e.
Cartesian coordinates (Å):
Tl  -0.17  -0.03  -0.07  0.8189
C  -3.97  1.41  -4.28  -1.5643
C  -2.98  0.36  -3.76  1.1037
C  -2.50  -0.51  -4.93  -1.6743
C  -3.64  -0.44  -2.65  0.8192
C  -4.55  -1.42  -3.00  -0.2956
C  -5.22  -2.17  -2.05  -1.6713
C  -5.01  -1.88  -0.72  -0.7065
C  -4.12  -0.89  -0.30  0.3707
C  -4.10  -0.65  1.21  0.4917
C  -3.85  0.79  1.65  -1.6466
C  -3.13  -1.63  1.88  -1.0509
C  -3.37  -0.20  -1.27  -0.1881
N  -2.31  0.68  -0.93  0.8827
C  -2.49  1.99  -1.11  -0.0056
O  -3.55  2.58  -1.30  -0.8089
C  -1.22  2.81  -1.02  0.2105
C  -1.24  4.19  -0.97  -0.6553
C  -0.04  4.87  -0.85  -0.7087
C  1.15  4.15  -0.77  -0.6223
C  1.08  2.77  -0.82  0.2069
N  -0.07  2.14  -0.98  0.0405
C  2.32  1.91  -0.67  -0.0603
O  3.42  2.48  -0.61  -0.8060
N  2.08  0.60  -0.58  1.0905
C  3.14  -0.32  -0.70  -1.0815
C  3.53  -1.08  0.42  0.9461
C  4.50  -2.06  0.28  -0.5075
C  5.11  -2.29  -0.94  -1.7967
C  4.75  -1.53  -2.03  -0.4862
C  3.76  -0.55  -1.95  0.8358
C  3.39  0.20  -3.21  1.0798
C  4.47  1.22  -3.58  -1.5891
C  3.14  -0.75  -4.39  -1.6197
C  2.96  -0.80  1.80  2.9988
C  2.41  -2.06  2.47  -1.4212
C  4.04  -0.15  2.67  -1.7886
H  -3.51  2.02  -5.06  0.4168
H  -4.29  2.07  -3.47  0.3738
H  -4.85  0.92  -4.70  0.3290
H  -2.11  0.87  -3.34  -0.0962
H  -3.34  -0.91  -5.49  0.3420
H  -1.89  -1.34  -4.58  0.2923
H  -1.91  0.10  -5.61  0.4680
H  -4.75  -1.62  -4.05  0.2622
H  -5.91  -2.95  -2.34  0.3478
H  -5.57  -2.42  0.04  0.4086
H  -5.11  -0.92  1.55  0.5842
H  -2.80  1.05  1.63  0.1139
H  -4.22  0.93  2.67  0.5232
H  -4.38  1.49  1.00  0.3910
H  -2.10  -1.38  1.62  -0.0946
H  -3.31  -2.65  1.54  0.4323
H  -3.22  -1.60  2.97  0.3928
H  -2.20  4.69  -1.00  0.5512
H  -0.02  5.95  -0.80  0.3943
H  2.11  4.62  -0.66  0.5746
H  4.80  -2.64  1.15  0.3263
H  5.86  -3.07  -1.03  0.3460
H  5.24  -1.71  -2.98  0.2661
H  2.46  0.74  -3.02  0.0073
H  5.42  0.72  -3.79  0.3314
H  4.63  1.91  -2.75  0.3774
H  4.18  1.80  -4.46  0.4157
H  4.06  -1.21  -4.74  0.3422
H  2.70  -0.20  -5.22  0.4598
H  2.45  -1.55  -4.10  0.2749
H  2.14  -0.08  1.70  -1.3593
H  3.21  -2.76  2.71  0.3337
H  1.69  -2.57  1.83  0.1397
H  1.91  -1.80  3.41  0.3159
H  4.88  -0.84  2.80  0.3875
H  3.64  0.09  3.65  0.4065
H  4.41  0.76  2.20  0.3622
Cl  -0.43  -4.08  0.48  -0.3261
Si  -0.13  -2.62  -0.95  0.5762
Cl  -1.59  -2.92  -2.35  -0.2607
Cl  1.63  -3.12  -1.87  -0.2471
O  -0.49  -1.23  8.24  -0.5101
C  0.44  -0.39  7.72  0.6792
O  1.32  0.02  8.44  -0.5804
C  0.32  -0.03  6.29  1.1644
C  1.34  0.74  5.72  -0.8299
C  1.26  1.17  4.41  -0.8834
C  0.15  0.84  3.62  0.4691
S  0.01  1.58  2.04  -0.2086
C  -0.86  0.05  4.17  -0.6636
C  -0.77  -0.38  5.49  -0.8749
H  -1.10  -1.52  7.56  0.2776
H  2.18  1.00  6.35  0.4513
H  2.04  1.78  3.98  0.5673
H  -1.72  -0.20  3.57  0.1338
H  -1.61  -0.95  5.88  0.1846